# 1
Computed, not measured: a molecular structure, C27H17Br2EuF10N4O, with ωB97M-V/def2-TZVPD.

Cartesian coordinates (Å):
1 Eu 0.03 0.01 -0.33
2 C 0.55 -0.44 3.50
3 N -0.49 -0.05 2.57
4 C -0.91 1.33 2.83
5 C -1.79 1.99 1.77
6 N -1.10 2.04 0.50
7 C -1.69 2.61 -0.57
8 C -0.98 2.62 -1.81
9 F 0.28 2.10 -1.85
10 C -1.47 3.14 -2.99
11 F -0.72 3.10 -4.09
12 C -2.73 3.71 -3.04
13 F -3.22 4.22 -4.18
14 C -3.46 3.74 -1.87
15 F -4.68 4.29 -1.87
16 C -2.96 3.22 -0.69
17 F -3.78 3.31 0.39
18 C -1.61 -1.01 2.65
19 C -1.43 -2.25 1.78
20 N -1.38 -1.82 0.41
21 C -1.97 -2.51 -0.59
22 C -2.26 -3.88 -0.66
23 F -1.90 -4.70 0.37
24 C -2.82 -4.49 -1.77
25 F -3.03 -5.82 -1.76
26 C -3.13 -3.76 -2.89
27 F -3.69 -4.34 -3.97
28 C -2.87 -2.40 -2.87
29 F -3.20 -1.66 -3.94
30 C -2.32 -1.81 -1.77
31 F -2.14 -0.46 -1.78
32 H 0.18 -0.46 4.54
33 H 1.39 0.25 3.45
34 H 0.92 -1.44 3.27
35 H 0.00 1.93 2.93
36 H -1.43 1.38 3.81
37 H -2.06 2.98 2.15
38 H -2.76 1.47 1.73
39 H -2.51 -0.50 2.29
40 H -1.78 -1.27 3.71
41 H -2.26 -2.94 2.00
42 H -0.53 -2.80 2.11
43 C 3.38 0.60 1.44
44 C 3.66 0.41 -0.02
45 C 4.95 0.69 -0.54
46 C 5.18 0.55 -1.87
47 C 4.14 0.11 -2.73
48 C 4.28 -0.05 -4.13
49 Br 5.94 0.32 -4.99
50 C 3.23 -0.48 -4.88
51 C 2.00 -0.78 -4.29
52 Br 0.59 -1.37 -5.39
53 C 1.75 -0.67 -2.92
54 O 0.65 -0.94 -2.35
55 C 2.90 -0.18 -2.13
56 N 2.69 -0.01 -0.79
57 H 4.22 1.05 1.96
58 H 3.14 -0.35 1.92
59 H 2.52 1.25 1.60
60 H 5.74 1.03 0.12
61 H 6.15 0.76 -2.29
62 H 3.35 -0.60 -5.95

Results
max |F|: 0.907 eV/Å
LUMO level (spin up / spin down): 2.2547 / 2.2515 eV
HOMO (spin up / spin down): -3.66 / -4.53 eV
charge: -1
spin multiplicity: 8
frontier orbital gap (spin up / spin down): 5.91 / 6.79 eV
electronic energy: -222873.9661 eV


# 2
Computed, not measured: a molecular structure, C27H18BrMoN4O4S2, with ωB97M-V/def2-TZVPD.

Cartesian coordinates (Å):
1 Mo -0.32 0.22 -0.01
2 O -1.10 -1.60 -0.48
3 N -0.31 -2.68 -0.55
4 C -0.92 -3.88 -0.57
5 C -0.16 -5.02 -0.65
6 C 1.23 -4.91 -0.72
7 C 1.82 -3.66 -0.70
8 C 1.02 -2.52 -0.61
9 S 1.67 -0.90 -0.55
10 H -1.99 -3.85 -0.51
11 H -0.66 -5.98 -0.64
12 H 1.84 -5.79 -0.78
13 H 2.89 -3.54 -0.75
14 Br -2.35 6.13 4.54
15 C -1.80 6.54 2.78
16 C -2.58 6.15 1.71
17 C -2.16 6.41 0.41
18 C -0.96 7.08 0.21
19 C -0.22 7.54 1.29
20 C -0.62 7.25 2.58
21 N -0.46 7.43 -1.10
22 N -0.36 6.58 -1.99
23 C -0.65 5.20 -1.76
24 C -1.64 4.60 -2.49
25 C -1.96 3.24 -2.32
26 C -1.26 2.48 -1.43
27 O -1.49 1.17 -1.19
28 C -0.19 3.07 -0.72
29 N 0.50 2.23 0.11
30 C 1.52 2.70 0.80
31 C 1.94 4.03 0.69
32 C 1.26 4.88 -0.15
33 C 0.15 4.42 -0.87
34 H -3.52 5.64 1.88
35 H -2.78 6.12 -0.42
36 H 0.67 8.13 1.11
37 H -0.04 7.59 3.43
38 H -2.19 5.19 -3.20
39 H -2.77 2.79 -2.89
40 H 2.02 2.00 1.46
41 H 2.80 4.36 1.25
42 H 1.59 5.91 -0.26
43 O -0.84 -6.43 3.49
44 C -1.49 -5.66 2.60
45 O -2.15 -6.15 1.73
46 C -1.31 -4.18 2.71
47 C -2.41 -3.35 2.46
48 C -2.24 -1.98 2.39
49 C -0.97 -1.43 2.52
50 S -0.69 0.31 2.25
51 C 0.12 -2.25 2.81
52 C -0.05 -3.62 2.92
53 H -0.47 -5.89 4.20
54 H -3.38 -3.80 2.31
55 H -3.09 -1.34 2.19
56 H 1.10 -1.81 2.92
57 H 0.81 -4.25 3.10

Results
max |F|: 0.209 eV/Å
LUMO level (spin up / spin down): -3.9087 / -4.3094 eV
HOMO (spin up / spin down): -10.81 / -10.85 eV
charge: +1
spin multiplicity: 3
frontier orbital gap (spin up / spin down): 6.91 / 6.54 eV
electronic energy: -136004.8735 eV


# 3
Computed, not measured: a molecular structure, C27H19AsBrMoN4O6S, with ωB97M-V/def2-TZVPD.

Cartesian coordinates (Å):
1 Mo -0.11 0.67 0.38
2 N -6.35 -3.01 -6.89
3 C -5.61 -2.60 -6.11
4 C -4.69 -2.08 -5.14
5 C -4.92 -0.84 -4.56
6 C -4.02 -0.34 -3.63
7 C -2.90 -1.10 -3.26
8 C -2.69 -2.36 -3.84
9 C -3.57 -2.84 -4.79
10 C -1.96 -0.56 -2.28
11 C -1.45 0.71 -2.41
12 C -1.57 1.57 -3.52
13 C -0.89 2.76 -3.21
14 C -0.37 2.60 -1.95
15 N -0.65 1.35 -1.44
16 C -1.58 -1.40 -1.18
17 C -2.05 -2.64 -0.85
18 C -1.31 -3.14 0.29
19 C -0.44 -2.19 0.65
20 N -0.57 -1.05 -0.23
21 H -5.80 -0.27 -4.83
22 H -4.22 0.61 -3.15
23 H -1.81 -2.93 -3.59
24 H -3.39 -3.79 -5.27
25 H -2.07 1.34 -4.45
26 H -0.78 3.63 -3.84
27 H 0.21 3.30 -1.37
28 H -2.86 -3.16 -1.35
29 H -1.45 -4.10 0.76
30 H 0.27 -2.16 1.45
31 O 0.41 -0.05 4.85
32 As -0.81 0.00 3.65
33 O -1.54 -1.35 3.22
34 O 0.30 0.30 2.10
35 C -1.64 1.69 3.96
36 C -1.73 2.01 5.31
37 C -2.46 3.13 5.72
38 C -3.10 3.93 4.79
39 C -3.00 3.63 3.43
40 C -2.28 2.52 3.02
41 S -2.13 2.30 1.30
42 O -0.64 2.56 0.94
43 O -3.04 3.09 0.58
44 O -2.11 0.81 1.01
45 H 0.61 -0.94 5.17
46 H -1.25 1.40 6.06
47 H -2.53 3.36 6.77
48 H -3.68 4.79 5.10
49 H -3.48 4.26 2.69
50 Br 6.44 1.56 -0.78
51 C 4.64 1.30 -0.49
52 C 4.00 0.15 -0.96
53 C 2.66 -0.01 -0.74
54 N 1.92 0.91 -0.07
55 C 2.55 2.03 0.39
56 C 3.88 2.26 0.20
57 H 4.55 -0.61 -1.50
58 H 2.13 -0.89 -1.10
59 H 1.94 2.74 0.94
60 H 4.34 3.16 0.58

Results
max |F|: 1.297 eV/Å
LUMO level (spin up / spin down): -12.2575 / -12.2565 eV
HOMO (spin up / spin down): -16.73 / -16.73 eV
charge: +3
frontier orbital gap (spin up / spin down): 4.47 / 4.47 eV
electronic energy: -190095.4822 eV


- max |F| of number 2 (C27H18BrMoN4O4S2)?
  0.209 eV/Å


- max |F| of number 3 (C27H19AsBrMoN4O6S)?
  1.297 eV/Å